Entry 1:
Entry from the Open Molecules 2025 dataset: a 3-piece molecular cluster, C9H21N3O3 overall in a non-equilibrium geometry (wB97M-V/def2-TZVPD).

Output
LUMO level: 0.63 eV
energy above the lowest of the compared OMol25 structures with the same formula, charge and spin: 311.5 kJ/mol
SMILES: CN(C)C=O.CN(C)C=O.CN(C)C=O
strongest force on any atom: 4.662 eV/A
HOMO level: -9.11 eV
Kohn-Sham gap: 9.737 eV

The geometry in XYZ format:
```
36
Properties=species:S:1:pos:R:3:lowdin_charge:R:1
N 5.026 -6.590 -0.524 -0.211
H 0.733 0.710 4.570 0.083
H -4.767 5.117 -2.042 0.087
N -6.218 4.078 -3.239 -0.199
H -0.319 2.087 2.343 0.079
C -5.544 4.096 -4.606 -0.035
H 2.474 0.991 4.601 0.082
H -0.205 3.802 2.824 0.078
H -5.493 5.138 -4.923 0.072
H -6.221 4.899 -1.287 0.088
C 4.897 -5.191 -0.451 -0.104
H 5.020 -7.949 0.932 0.094
H -7.086 2.138 -3.681 0.131
H 6.306 -6.526 -2.224 0.141
H -0.771 2.614 3.971 0.080
N 1.279 2.444 3.682 -0.192
O -7.261 2.697 -1.733 -0.034
H -6.152 6.010 -2.689 0.091
H 1.719 0.391 3.084 0.083
H 4.294 -4.870 -1.300 0.093
C -0.067 2.772 3.153 -0.069
C 5.749 -7.157 -1.514 -0.290
O 3.126 3.435 4.527 0.012
H 3.764 -6.588 1.213 0.084
C 4.263 -7.275 0.530 -0.027
H 4.522 -4.880 0.523 0.082
C -5.826 5.048 -2.292 -0.094
C 2.126 3.532 3.865 -0.340
H -6.289 3.719 -5.306 0.085
O 5.538 -8.376 -1.718 -0.033
C -6.842 2.875 -2.901 -0.278
H 1.816 4.537 3.541 0.131
H 3.509 -7.966 0.153 0.086
C 1.588 1.016 3.967 -0.029
H -4.494 3.809 -4.549 0.086
H 5.802 -4.585 -0.500 0.087
```



Entry 2:
Entry from the Open Molecules 2025 dataset: one molecule with the formula H2O4S in a non-equilibrium geometry (wB97M-V/def2-TZVPD).

Output
LUMO level (alpha / beta): 0.02 / -3.36 eV
energy above the lowest of the compared OMol25 structures with the same formula, charge and spin: 95.4 kJ/mol
2S+1: 3
expectation value of S²: 2.01
strongest force on any atom: 5.664 eV/A
HOMO level (alpha / beta): -7.06 / -11.41 eV
Kohn-Sham gap (alpha / beta): 7.079 / 8.049 eV

The geometry in XYZ format:
```
7
Properties=species:S:1:pos:R:3:lowdin_charge:R:1
O 0.194 -1.347 -1.133 -0.377
O -0.292 1.288 0.032 -0.081
H 0.135 -0.660 1.080 0.069
S -0.611 -0.739 -0.119 0.700
O 1.026 0.894 0.198 -0.039
O -1.994 -1.031 0.061 -0.376
H 1.543 1.596 -0.120 0.105
```



Entry 3:
Entry from the Open Molecules 2025 dataset: a 14-piece molecular cluster, C35H92N2O26S7 overall in a non-equilibrium geometry (wB97M-V/def2-TZVPD).

Output
LUMO level: 0.05 eV
strongest force on any atom: 3.220 eV/A
HOMO level: -9.18 eV
Kohn-Sham gap: 9.234 eV

The geometry in XYZ format:
```
162
Properties=species:S:1:pos:R:3:lowdin_charge:R:1
H -2.198 0.088 -5.520 0.126
C -1.771 -5.787 -6.102 -0.086
C -2.233 -0.291 -3.395 -0.069
H 4.981 1.469 -4.356 0.073
O -0.269 -2.053 0.048 -0.279
H 5.101 -2.318 3.501 0.104
H 0.616 -5.966 0.506 0.062
O -4.297 2.753 1.171 -0.322
H -4.782 2.270 5.819 0.081
O -2.092 -6.008 0.130 -0.110
H -2.740 2.492 1.247 0.002
C -1.289 -5.033 -4.939 -0.308
C 2.529 -1.028 -4.061 -0.051
H 1.040 -1.273 4.662 0.083
H 3.447 -3.899 1.981 0.077
S 5.891 1.716 -0.329 0.630
H -1.220 -4.384 0.952 0.095
H -2.027 1.792 4.634 0.082
H 0.531 -5.596 2.136 0.074
H -5.111 -4.206 -1.784 0.084
O 4.736 1.284 0.428 -0.291
H 4.835 2.841 4.369 0.073
H 0.535 4.338 -5.562 0.079
H 5.337 2.833 2.675 0.054
H -1.035 -6.394 -6.631 0.089
C 3.085 -1.710 -2.913 -0.258
C -1.525 0.151 -4.667 -0.241
H -0.134 -3.313 -2.582 0.059
H 5.185 0.324 4.524 0.116
C -1.356 1.149 0.334 -0.261
H -2.104 -4.513 -4.428 0.118
H 2.992 -0.051 -4.171 0.059
H -3.274 4.002 -1.893 0.078
H -4.474 -4.660 -0.179 0.073
H 2.979 4.707 2.062 0.072
H -2.514 2.676 -0.952 0.020
H -2.151 0.296 6.020 0.020
S 0.114 2.111 -5.149 0.601
O 6.263 3.081 -0.537 -0.249
H -1.787 5.287 -0.125 0.108
H 3.391 3.063 -1.165 0.053
H -3.021 6.510 2.354 0.082
H -1.221 4.107 -5.573 0.077
H -0.980 2.791 1.798 0.080
C -2.477 5.193 0.723 -0.299
N 3.451 -2.192 -1.938 0.170
S 0.638 -5.489 -3.235 0.629
C -3.419 -1.270 2.931 -0.242
H -2.043 4.298 1.179 0.077
H 6.479 2.540 3.940 0.070
C 2.010 -0.795 0.547 -0.124
H -0.470 4.087 -4.002 0.036
N -3.937 -1.541 -0.507 0.189
H 8.086 1.031 -0.597 0.071
H -0.620 -0.455 -4.704 0.105
H 2.140 -0.350 1.536 0.058
O 1.438 -4.875 -4.270 -0.305
O -1.836 -1.496 5.341 -0.299
H -1.289 6.582 1.982 0.070
O -0.316 0.303 0.860 -0.257
C -0.045 -6.120 1.364 -0.078
C -4.407 -2.582 -0.605 -0.266
H 1.986 1.940 -0.811 0.050
C 5.948 0.992 -4.200 -0.055
H 2.717 2.100 -2.418 0.056
H -2.375 3.077 5.722 0.105
O -5.624 1.284 2.860 -0.156
H -7.583 0.675 2.725 0.107
C -4.137 1.907 5.019 -0.069
H 5.820 -0.067 -4.431 0.076
H -4.383 -2.672 1.463 0.020
H -2.234 -5.122 -6.834 0.086
H 1.066 3.362 0.881 0.105
H 6.020 0.292 2.914 0.087
H 0.185 4.927 0.839 0.082
H -4.008 2.354 -1.987 0.076
C 7.293 0.684 0.059 -0.096
H 5.331 -1.357 1.353 0.041
H 1.535 4.901 3.022 0.081
H 1.447 -0.985 -3.966 0.059
H 0.863 -4.131 -1.420 0.062
H 1.942 6.164 1.980 0.080
O 0.000 1.640 -6.499 -0.276
C 6.564 1.323 -2.828 -0.280
H 6.987 2.327 -2.871 0.121
C 5.379 -2.444 1.443 -0.099
O -2.281 1.127 6.497 -0.094
O -3.814 5.077 0.320 -0.225
H 6.644 1.298 -4.984 0.080
C -2.284 6.495 1.551 -0.031
C -0.299 3.860 -5.051 -0.097
O -2.044 -1.671 2.883 -0.271
O 0.580 -0.188 -1.473 -0.291
H -0.024 -0.532 3.344 0.050
O -1.197 1.529 -4.427 -0.275
H 7.415 0.651 -2.686 0.112
H -4.463 0.874 4.873 0.059
C 2.453 2.633 -1.507 -0.088
C 1.955 5.074 2.029 -0.042
O 1.141 -6.614 -2.473 -0.283
H -2.187 -6.961 0.188 0.082
H -0.611 -4.251 -5.289 0.112
H -7.419 -0.197 0.488 0.074
H -6.033 -3.757 -0.343 0.089
H -2.162 0.466 0.053 0.107
H -1.610 0.005 -2.549 0.050
H -2.007 -5.460 2.118 0.107
H 6.461 -2.612 1.369 0.077
C -5.029 -3.912 -0.741 -0.033
H 2.756 -1.579 -4.976 0.096
H 0.007 -7.195 1.532 0.079
H -1.146 1.719 -0.576 0.078
H -5.345 -1.839 2.596 0.068
O -0.018 3.662 -1.628 -0.296
H 3.999 0.826 2.041 0.019
H -1.953 1.634 2.408 0.077
H -2.342 -1.376 -3.392 0.074
C 5.450 2.324 3.633 -0.068
H 2.471 -1.756 0.775 0.054
O -0.736 -5.981 -3.994 -0.255
H -2.496 -6.534 -5.765 0.085
H -3.557 -0.323 2.407 0.107
H 5.393 -3.990 2.954 0.113
H 7.479 0.906 1.112 0.070
S 1.362 4.069 -1.746 0.622
O 3.446 -3.250 2.698 -0.087
H -2.485 7.316 0.865 0.081
C -2.675 2.060 5.477 -0.291
C 0.418 -1.425 3.786 -0.069
H -4.339 -3.226 3.146 0.093
C -6.484 0.083 0.979 -0.075
H -7.184 2.098 1.785 0.109
C -1.740 2.096 1.435 -0.078
C 4.884 -3.054 2.725 -0.283
H -3.208 0.159 -3.212 0.070
O -1.110 -3.577 4.177 -0.290
O 4.020 0.500 2.953 -0.121
H 7.084 -0.379 -0.009 0.075
H -5.041 1.863 2.324 0.012
H 5.006 -2.907 0.527 0.071
C -4.379 -2.348 2.503 -0.054
C 0.011 -4.271 -2.085 -0.120
S 0.376 -0.786 -0.180 0.631
O 5.592 1.092 -1.819 -0.263
C -6.811 1.121 2.096 -0.262
C -3.436 3.052 -1.387 -0.041
C 1.160 4.446 0.872 -0.222
S -1.210 -2.138 4.196 0.652
C 5.271 0.785 3.541 -0.297
H -5.682 0.468 0.349 0.049
O 1.806 4.831 -0.386 -0.268
O 1.832 4.881 -2.823 -0.257
H 2.578 -0.248 -0.202 0.034
C -1.373 -5.427 1.230 -0.290
O 1.235 1.782 -4.328 -0.278
O -5.805 3.858 -0.516 -0.252
S -4.492 3.628 0.023 0.712
H -0.881 -4.626 -1.574 0.061
H 0.880 -2.088 3.060 0.056
H -6.037 -0.850 1.327 0.023
H -3.601 -1.005 3.976 0.100
H -4.238 2.290 4.003 0.051
```



Entry 4:
Entry from the Open Molecules 2025 dataset: a 2-piece molecular cluster, C5H12N3 overall in a non-equilibrium geometry (wB97M-V/def2-TZVPD).

Output
LUMO level (alpha / beta): -4.85 / -5.41 eV
energy above the lowest of the compared OMol25 structures with the same formula, charge and spin: 627.7 kJ/mol
strongest force on any atom: 4.564 eV/A
charge: +1
HOMO level (alpha / beta): -13.63 / -13.54 eV
Kohn-Sham gap (alpha / beta): 8.773 / 8.131 eV

The geometry in XYZ format:
```
20
Properties=species:S:1:pos:R:3:lowdin_charge:R:1
H 2.069 1.045 1.562 0.099
H -1.477 1.727 0.147 0.037
H 2.676 -0.802 0.557 0.159
N 0.802 0.020 0.229 -0.158
H 0.301 -2.385 -0.556 0.127
N -0.298 0.093 -0.575 -0.001
C -0.992 1.393 -0.685 -0.110
H -2.373 -0.945 -0.829 0.090
N -1.704 -0.321 0.884 0.137
H 2.190 -2.886 -0.241 0.122
C 1.107 1.207 1.063 0.001
H -0.186 2.107 -1.007 0.107
H 1.303 2.183 0.488 0.128
H 0.345 1.503 1.750 0.090
C 1.444 -2.153 -0.716 -0.021
H -3.557 -1.031 0.812 0.139
C -2.597 -0.798 0.223 -0.094
H -1.751 1.315 -1.487 0.106
C 1.666 -0.951 0.124 -0.033
H 1.614 -2.206 -1.754 0.076
```



Entry 5:
Entry from the Open Molecules 2025 dataset: one molecule with the formula C6H8N2 in a non-equilibrium geometry (wB97M-V/def2-TZVPD).

Output
LUMO level: 1.01 eV
energy above the lowest of the compared OMol25 structures with the same formula, charge and spin: 500.0 kJ/mol
SMILES: N1[C@@H]2[C@@H]3N[C@@H]4[C@H]1[C@@H]4[C@H]23
strongest force on any atom: 8.599 eV/A
HOMO level: -8.08 eV
Kohn-Sham gap: 9.092 eV

The geometry in XYZ format:
```
16
Properties=species:S:1:pos:R:3:lowdin_charge:R:1
C -1.327 0.702 -0.036 -0.068
N 0.093 -1.378 -1.044 0.068
H -2.036 -1.386 -0.192 0.154
H -2.189 1.109 -0.345 0.066
H -0.112 -0.906 -1.950 0.106
H 2.085 -1.297 -0.199 0.116
H 1.602 -0.074 1.825 0.139
C 0.725 0.017 1.141 -0.079
C -0.722 -0.406 1.138 -0.065
C 1.253 -0.656 -0.171 -0.198
N -0.109 1.315 -0.777 -0.008
C 1.140 0.724 -0.185 -0.255
H 2.119 1.222 -0.279 0.147
C -1.018 -0.839 -0.224 -0.319
H -1.308 -0.538 1.884 0.053
H -0.196 2.392 -0.587 0.141
```



Entry 6:
Entry from the Open Molecules 2025 dataset: C20H21N2RhS3Te as an isolated structure (wB97M-V/def2-TZVPD).

Output
LUMO level: -0.42 eV
energy above the lowest of the compared OMol25 structures with the same formula, charge and spin: 0.0 kJ/mol
strongest force on any atom: 0.910 eV/A
HOMO level: -7.11 eV
Kohn-Sham gap: 6.682 eV

The geometry in XYZ format:
```
48
Properties=species:S:1:pos:R:3:lowdin_charge:R:1
H 0.354 0.539 2.448 0.068
S -1.198 -1.047 -2.031 0.625
C 0.332 -0.551 2.476 -0.051
H 2.456 -1.196 0.973 0.125
H 2.687 0.805 -0.377 0.128
C 0.920 0.713 -2.180 -0.277
Te -3.049 1.542 -0.852 0.853
N 0.618 1.087 -0.794 -0.245
H 1.875 -3.321 1.429 0.109
N 0.328 -1.123 1.111 -0.270
H -2.965 -4.298 1.272 0.104
H 1.751 -0.312 -5.806 0.105
C 0.367 -4.841 1.549 -0.086
H -1.946 3.638 4.182 0.061
C 1.523 -0.023 -4.788 -0.086
H 3.123 1.410 -4.662 0.101
C 0.146 -0.255 -2.816 -0.577
H 1.439 3.061 -0.828 0.089
H 1.554 -1.439 -0.538 0.132
S -2.540 2.050 2.420 0.900
Rh -1.170 -0.036 -0.042 0.231
C -0.992 -5.108 1.521 -0.087
H 1.081 -5.642 1.687 0.101
S -2.638 -1.474 0.852 0.553
H 1.196 -0.921 3.038 0.104
H -1.806 5.565 2.411 0.100
C -1.905 -4.084 1.322 -0.105
H -0.137 -1.365 -4.626 0.104
H 0.128 2.783 0.340 0.077
C -2.322 4.059 0.874 -0.275
H 2.591 2.052 -2.355 0.109
C 1.989 1.301 -2.850 -0.040
H -0.585 -0.854 2.977 0.086
C -0.097 -2.513 1.194 -0.291
C 0.465 -0.614 -4.131 -0.110
C 2.293 0.942 -4.149 -0.085
C -2.117 3.552 3.121 -0.428
C 0.486 2.553 -0.663 -0.081
C -2.614 2.723 0.833 -1.029
C -1.474 -2.772 1.150 -0.581
H -1.346 -6.124 1.636 0.104
C -2.047 4.537 2.181 -0.201
C 1.716 0.614 0.090 -0.158
H 1.681 1.203 1.008 0.114
H -2.300 4.677 -0.012 0.098
H -0.249 2.907 -1.384 0.071
C 1.585 -0.868 0.393 -0.162
C 0.814 -3.536 1.396 -0.028
```